No. 1
Here is a structure of composition C20H26EuI2N2O2S4 from the OMol25 dataset. Energies are from ωB97M-V/def2-TZVPD.

## Properties
* HOMO (spin up / spin down): -10.02 / -10.01 eV
* multiplicity: 7
* LUMO level (spin up / spin down): -3.258 / -2.553 eV
* frontier orbital gap (spin up / spin down): 6.8 / 7.5 eV
* charge: +1

Cartesian coordinates (Å):
Eu1 -0.2975 0.0773 0.4369
C1 2.0393 -2.5309 -2.1783
C2 3.0079 -2.1117 -1.0899
S1 2.1623 -2.0111 0.5245
C3 3.5077 -1.3107 1.5351
C4 4.0268 0.0353 1.0556
S2 2.6444 1.2220 0.9894
C5 3.2696 2.4405 -0.2170
C6 2.1366 3.0848 -0.9991
S3 1.0263 1.9365 -1.8753
C7 2.2115 1.0337 -2.9284
C8 1.5256 -0.1260 -3.6308
S4 0.7114 -1.3368 -2.5368
H1 1.5128 -3.4435 -1.8968
H2 2.5730 -2.7216 -3.1091
H3 3.4526 -1.1452 -1.3181
H4 3.8012 -2.8547 -0.9938
H5 4.3154 -2.0403 1.5692
H6 3.0708 -1.2260 2.5309
H7 4.4954 -0.0355 0.0744
H8 4.7688 0.4045 1.7631
H9 3.9779 1.9367 -0.8742
H10 3.8035 3.2172 0.3309
H11 2.5398 3.7885 -1.7267
H12 1.4624 3.6298 -0.3344
H13 3.0346 0.6848 -2.3068
H14 2.5919 1.7376 -3.6696
H15 2.2401 -0.6648 -4.2526
H16 0.7231 0.2408 -4.2709
N1 -2.7433 -2.5253 2.8708
C9 -1.8411 -2.1654 1.9616
O1 -0.8917 -1.4061 2.2508
C10 -2.0178 -2.6726 0.5582
C11 -2.0572 -1.4580 -0.4163
H17 -2.6774 -2.1844 3.8168
H18 -3.5263 -3.1001 2.6194
H19 -2.9073 -3.3041 0.4882
H20 -1.1469 -3.2969 0.3362
H21 -3.0690 -1.0334 -0.3351
H22 -2.0097 -1.8676 -1.4286
I1 1.5023 3.6114 3.9394
C12 0.0939 3.9861 2.4282
C13 -0.3655 5.2912 2.2259
C14 -1.2996 5.5614 1.2625
I2 -1.9712 7.5470 1.0504
C15 -1.8056 4.5290 0.4455
C16 -2.7481 4.7056 -0.5912
C17 -3.1661 3.6354 -1.3309
C18 -2.6338 2.3698 -1.0562
N2 -1.7481 2.1567 -0.1077
C19 -1.3349 3.2068 0.6616
C20 -0.3819 2.8991 1.6950
O2 -0.0008 1.6653 1.8841
H23 0.0146 6.0871 2.8512
H24 -3.1348 5.6957 -0.7923
H25 -3.8916 3.7515 -2.1232
H26 -2.9370 1.5041 -1.6347

Cartesian forces (eV/Å) of the 6 atoms listed first:
0.61 -0.51 -0.54
-0.23 0.26 -0.03
-0.11 0.00 0.31
0.10 -0.08 -0.16
-0.27 -0.06 -0.17
-0.24 0.28 -0.01

---

No. 2
Here is a structure of composition C20H26F5N2O5PReS from the OMol25 dataset. Energies are from ωB97M-V/def2-TZVPD.

## Properties
* HOMO (spin up / spin down): -14.89 / -14.59 eV
* multiplicity: 2
* LUMO level (spin up / spin down): -8.302 / -7.664 eV
* frontier orbital gap (spin up / spin down): 6.6 / 6.9 eV
* charge: +2

Cartesian coordinates (Å):
Re1 0.2041 0.5305 0.7451
O1 1.5912 0.7007 -3.2520
C1 1.0716 0.4168 -2.1040
O2 0.8624 1.2489 -1.2160
C2 0.6644 -1.0235 -1.9156
O3 0.5956 -1.3264 -0.5233
C3 1.8126 -1.9273 0.0200
C4 2.7829 -0.8278 0.4452
O4 3.9656 -0.9329 0.3615
O5 2.1517 0.2507 0.9253
H1 1.8109 1.6466 -3.3351
H2 -0.3400 -1.1329 -2.3324
H3 1.3360 -1.6983 -2.4439
H4 1.4944 -2.4998 0.8905
H5 2.2553 -2.5950 -0.7142
F1 -4.7916 0.2159 6.1505
C5 -3.7944 0.0405 5.3178
C6 -3.5532 0.9823 4.3223
F2 -4.3287 2.0494 4.2122
C7 -2.5064 0.7907 3.4471
F3 -2.3179 1.7077 2.4862
C8 -1.6764 -0.3264 3.5235
S1 -0.2949 -0.6699 2.4870
C9 -1.9441 -1.2580 4.5321
F4 -1.1822 -2.3338 4.6514
C10 -2.9898 -1.0860 5.4215
F5 -3.2225 -1.9804 6.3598
C11 -5.1159 -0.3774 -0.6313
N1 -3.7931 0.2567 -0.6605
C12 -3.3953 1.2644 -1.5070
C13 -2.1077 1.5487 -1.1945
N2 -1.7093 0.7242 -0.1548
C14 -2.7636 -0.0453 0.1266
H6 -5.7980 0.2259 -1.2221
H7 -5.4762 -0.4191 0.3930
H8 -5.0590 -1.3781 -1.0524
H9 -4.0597 1.6873 -2.2403
H10 -1.4578 2.2924 -1.6167
H11 -2.7950 -0.8103 0.8850
C15 -0.3668 5.4119 1.0540
C16 -0.5253 3.9307 0.7084
P1 0.5390 2.7781 1.6401
C17 0.2300 3.1840 3.3941
C18 0.7247 2.2202 4.4700
C19 2.2577 3.2745 1.2779
C20 3.3052 2.8345 2.3005
H12 -1.0926 5.9958 0.4899
H13 0.6221 5.7891 0.7992
H14 -0.5477 5.6056 2.1104
H15 -0.3117 3.7577 -0.3495
H16 -1.5536 3.6033 0.8842
H17 -0.8441 3.3522 3.4770
H18 0.7051 4.1619 3.5192
H19 0.4756 1.1836 4.2474
H20 0.2589 2.4728 5.4218
H21 1.8016 2.2758 4.6040
H22 2.2398 4.3651 1.2127
H23 2.4966 2.8984 0.2815
H24 3.1835 3.3700 3.2407
H25 4.2968 3.0730 1.9194
H26 3.2744 1.7641 2.4900

Cartesian forces (eV/Å) of the 6 atoms listed first:
0.75 0.02 0.16
-0.02 0.00 -0.04
-0.06 -0.02 0.10
0.00 0.04 -0.19
0.00 -0.01 -0.04
0.03 0.05 0.07

---

No. 3
Here is a structure of composition C20H26N2O2PtSi in a non-equilibrium geometry from the OMol25 dataset. Energies are from ωB97M-V/def2-TZVPD.

## Properties
* HOMO (spin up / spin down): -13.02 / -14.73 eV
* multiplicity: 5
* LUMO level (spin up / spin down): -6.332 / -10.544 eV
* frontier orbital gap (spin up / spin down): 6.7 / 4.2 eV
* charge: +2

Cartesian coordinates (Å):
C1 -2.2891 -1.4979 2.1257
C2 -1.9414 -1.2426 0.6741
C3 -1.1154 -2.4577 0.2928
H1 -2.6761 -0.7955 -0.0244
C4 -0.9642 -3.2596 1.4118
C5 -1.6631 -2.6578 2.5291
H2 -1.6562 -3.0806 3.5399
H3 -3.0039 -0.8830 2.6689
H4 -0.8079 -2.6438 -0.7423
H5 -0.4057 -4.2118 1.4891
Pt1 -0.5888 0.3132 0.5881
C6 2.3917 -0.6494 1.7044
H6 2.6409 -1.5852 2.2262
H7 3.2458 -0.5243 1.0268
H8 1.3866 -0.7228 1.0558
Si1 0.1036 0.2576 -1.4646
C7 -0.1364 1.8974 -2.2578
C8 -1.1637 1.7432 -3.1823
H9 -1.8136 0.8670 -3.1487
C9 -1.2692 2.7045 -4.1770
H10 -2.0386 2.5944 -4.9362
C10 -0.3749 3.7701 -4.2252
H11 -0.4705 4.5235 -5.0029
C11 0.6201 3.9009 -3.2592
H12 1.3158 4.7209 -3.2903
C12 0.7673 2.9541 -2.2464
H13 1.5643 2.9794 -1.4900
C13 1.5970 -0.5951 -2.2172
C14 1.4807 -0.5363 -3.6292
H14 0.7216 0.0974 -4.0987
C15 2.3992 -1.2188 -4.4123
H15 2.3143 -1.1614 -5.4977
C16 3.3933 -2.0327 -3.8620
H16 4.1007 -2.6015 -4.4939
C17 3.5284 -2.0051 -2.4582
H17 4.3145 -2.6128 -2.0057
C18 2.6883 -1.2486 -1.6407
H18 2.9317 -1.1170 -0.5980
H19 -1.0425 -0.6354 -1.7449
H20 2.2143 0.1345 2.4405
C19 -3.5763 1.7720 4.9524
O1 -2.2604 1.2047 5.2042
C20 -1.6029 0.8693 4.0599
O2 -1.9268 1.2400 2.9309
N1 -0.5146 0.1458 4.4409
N2 0.2604 -0.4592 3.4045
H21 -4.1701 0.9886 4.4608
H22 -3.4293 2.6493 4.3130
H23 -3.9978 2.0315 5.9317
H24 -0.4184 -0.2183 5.3877
H25 1.2117 -0.2275 3.7343
H26 0.1253 -1.4774 3.5126

Cartesian forces (eV/Å) of the 6 atoms listed first:
-0.74 1.28 -2.82
-0.26 -2.22 0.85
-1.96 2.16 -0.60
0.20 -0.51 0.49
-0.36 -0.40 2.89
1.90 -2.55 -0.74

---

No. 4
Here is the molecule C20H26N2O3S from the OMol25 dataset. Energies are from ωB97M-V/def2-TZVPD.

## Properties
* HOMO: -8.63 eV
* structure (SMILES): CCOCCCNC(=O)[C@@H](NC(=O)Cc1cccs1)c1ccc(C)cc1
* multiplicity: 1
* LUMO level: 0.696 eV
* frontier orbital gap: 9.3 eV
* charge: 0

Cartesian coordinates (Å):
C1 -3.8753 -1.6640 -0.4779
C2 -4.6564 -0.5259 0.1750
O1 -3.9387 0.6824 0.2749
C3 -2.8795 0.6697 1.2095
C4 -2.4525 2.1092 1.4994
H1 -3.2269 2.6123 2.0783
H2 -1.5339 2.0845 2.0865
C5 -2.2208 2.9097 0.2124
N1 -1.3354 2.2257 -0.7029
C6 0.0009 2.2893 -0.5934
O2 0.5979 3.0421 0.1500
C7 0.7410 1.2955 -1.4995
N2 2.1531 1.5447 -1.3381
C8 3.1014 0.8058 -1.9445
O3 2.8763 0.0246 -2.8409
C9 4.4957 1.0321 -1.3463
C10 4.4522 0.5786 0.0718
C11 4.3189 1.3339 1.1968
C12 4.1974 0.5600 2.3735
C13 4.2257 -0.7722 2.1233
S1 4.4044 -1.1144 0.4457
H3 4.1581 -1.5838 2.8201
H4 4.0929 0.9833 3.3565
H5 4.3192 2.4100 1.1935
H6 4.7552 2.0907 -1.3966
H7 5.2117 0.4510 -1.9283
H8 2.3750 2.1672 -0.5688
C14 0.3890 -0.1069 -1.0539
C15 -0.2663 -0.9946 -1.8930
C16 -0.5591 -2.2756 -1.4615
C17 -0.2099 -2.6964 -0.1847
C18 0.4436 -1.8002 0.6531
C19 0.7409 -0.5208 0.2259
H9 1.2514 0.1639 0.8885
H10 0.7262 -2.1088 1.6495
C20 -0.5071 -4.0924 0.2707
H11 -1.3745 -4.4950 -0.2475
H12 0.3442 -4.7387 0.0556
H13 -0.6875 -4.1225 1.3431
H14 -1.0614 -2.9615 -2.1283
H15 -0.5313 -0.6900 -2.8950
H16 0.4512 1.4418 -2.5472
H17 -1.7454 1.4825 -1.2473
H18 -1.7648 3.8705 0.4598
H19 -3.1723 3.0694 -0.2948
H20 -2.0247 0.0973 0.8187
H21 -3.2073 0.1886 2.1432
H22 -5.0011 -0.8389 1.1727
H23 -5.5298 -0.2774 -0.4340
H24 -4.5321 -2.5180 -0.6177
H25 -3.0351 -1.9685 0.1412
H26 -3.4946 -1.3501 -1.4467

Cartesian forces (eV/Å) of the 6 atoms listed first:
-0.12 0.40 0.23
-0.13 -0.31 -0.16
0.09 0.30 -0.04
0.23 0.08 0.22
-0.15 -0.26 -0.37
-0.01 0.03 0.09